{
  "formula": "C26H47CeO2Si2",
  "method": "ωB97M-V with the def2-TZVPD basis set",
  "species": ["O", "C", "C", "H", "H", "C", "H", "H", "C", "H", "H", "H", "C", "H", "H", "H", "Ce", "C", "C", "C", "H", "C", "C", "H", "H", "H", "H", "C", "C", "C", "H", "C", "C", "H", "H", "H", "H", "O", "C", "C", "H", "H", "C", "H", "H", "C", "H", "H", "H", "H", "C", "Si", "C", "C", "C", "Si", "C", "C", "C", "H", "H", "H", "H", "H", "H", "H", "H", "H", "H", "H", "H", "H", "H", "H", "H", "H", "H", "H"],
  "coordinates": [[0.32914, -0.06508, -5.73432], [0.51618, 1.07817, -6.66128], [0.52357, 0.28250, -7.93799], [1.46717, 1.58578, -6.49254], [-0.32633, 1.76481, -6.59284], [0.45949, -0.88676, -6.94164], [1.39851, 0.30530, -8.57209], [-0.38168, 0.40855, -8.52152], [1.74658, -1.68541, -6.97310], [2.61796, -1.03242, -6.83089], [1.84469, -2.18313, -7.95430], [1.70430, -2.47138, -6.20596], [-0.70364, -1.79171, -7.28107], [-1.64550, -1.23954, -7.31159], [-0.74985, -2.62269, -6.56545], [-0.51573, -2.21465, -8.28372], [-0.02378, 0.06000, -0.16653], [-2.46956, -0.63361, 0.99334], [-2.52105, 0.78339, 0.83006], [-2.44242, 1.08984, -0.57049], [-2.64945, 1.51646, 1.62243], [-2.34718, -0.16917, -1.27650], [-2.38612, -1.22217, -0.30552], [-2.40982, -2.28626, -0.54039], [-2.58659, -1.18004, 1.92938], [-2.47475, 2.08220, -1.03003], [-2.22597, -0.29200, -2.36100], [1.61694, -2.01359, 0.62927], [0.43554, -2.56784, 0.04243], [0.41442, -2.20489, -1.34955], [-0.27569, -3.22175, 0.54207], [1.56475, -1.37856, -1.60735], [2.30965, -1.26332, -0.37758], [3.23482, -0.69190, -0.24644], [1.94236, -2.16452, 1.65427], [-0.35091, -2.47832, -2.08508], [1.82081, -0.92621, -2.56216], [1.79574, 2.49233, -4.26445], [0.85274, 1.72770, -3.46234], [-0.57354, 2.20603, -3.72582], [1.09631, 1.90577, -2.38675], [1.02167, 0.65504, -3.62893], [-0.29440, 3.69785, -3.99832], [-1.26713, 2.00149, -2.90065], [-0.99047, 1.70804, -4.61174], [1.17067, 3.78159, -4.54421], [-0.38707, 4.26262, -3.05229], [-1.03829, 4.09811, -4.68778], [1.80553, 4.57231, -4.09239], [1.17033, 3.92446, -5.66248], [-1.38859, 0.74466, 4.26727], [0.43854, 0.59949, 3.80715], [1.33064, 1.60313, 5.15130], [0.96476, -1.18746, 4.04182], [0.80795, 1.10461, 2.02420], [0.91748, 2.92941, 1.70994], [2.38295, 3.76385, 2.52966], [1.04284, 3.26068, -0.14751], [-0.59935, 3.85318, 2.32969], [-1.55896, 0.34158, 5.27801], [-2.02621, 0.17528, 3.58179], [-1.75042, 1.78075, 4.27130], [1.14965, 1.12184, 6.12601], [2.41893, 1.63732, 5.00561], [0.97570, 2.63948, 5.23763], [0.42429, -1.85940, 3.36147], [2.04178, -1.31314, 3.86045], [0.75926, -1.52734, 5.06924], [1.83315, 0.70837, 1.79335], [3.33629, 3.27911, 2.27549], [2.41353, 4.80003, 2.16042], [2.30973, 3.79354, 3.62486], [0.07217, 3.20086, -0.66625], [1.39862, 4.29684, -0.24892], [1.76911, 2.63157, -0.68509], [-1.48108, 3.63613, 1.71603], [-0.84579, 3.62707, 3.37364], [-0.38969, 4.93149, 2.26020]],
  "lowdin_charge": [-0.093, -0.159, -0.078, 0.119, 0.115, -0.592, 0.118, 0.114, -0.025, 0.095, 0.100, 0.087, -0.026, 0.089, 0.086, 0.102, 1.214, -0.117, -0.131, -0.169, 0.113, -0.196, -0.164, 0.129, 0.124, 0.121, 0.132, -0.119, -0.143, -0.173, 0.132, -0.176, -0.133, 0.135, 0.107, 0.135, 0.115, -0.143, -0.211, -0.145, 0.074, 0.092, -0.136, 0.084, 0.099, -0.149, 0.106, 0.111, 0.123, 0.123, -0.165, 0.428, -0.182, -0.186, -0.431, 0.376, -0.165, -0.175, -0.159, 0.047, 0.001, 0.027, 0.041, 0.036, 0.028, 0.021, 0.038, 0.045, 0.022, 0.043, 0.041, 0.027, 0.030, 0.063, 0.033, 0.025, 0.025, 0.047],
  "orbital_gap_ev": [6.7, 6.7],
  "relative_energy_ev": 0.0000,
  "total_energy_ev": -60496.37862,
  "total_charge": 1,
  "e_homo_ha": [-0.423, -0.423]
}

{
  "formula": "C26H47N9O18S2",
  "method": "ωB97M-V with the def2-TZVPD basis set",
  "species": ["C", "C", "O", "O", "C", "C", "C", "C", "C", "C", "C", "N", "S", "N", "C", "C", "C", "C", "C", "S", "C", "C", "C", "O", "C", "C", "O", "H", "H", "H", "H", "H", "H", "H", "H", "H", "H", "H", "H", "H", "H", "H", "H", "H", "H", "H", "H", "H", "H", "H", "H", "H", "H", "C", "N", "O", "O", "H", "H", "H", "C", "N", "O", "O", "H", "H", "H", "C", "N", "O", "O", "H", "H", "H", "C", "N", "O", "O", "H", "H", "H", "C", "N", "O", "O", "H", "H", "H", "C", "N", "O", "O", "H", "H", "H", "C", "N", "O", "O", "H", "H", "H"],
  "coordinates": [[7.26226, -1.10711, 0.75184], [7.33413, 0.52515, 0.89237], [8.06982, 1.02222, 1.91082], [6.64785, 1.50197, 0.02387], [5.65986, 2.30356, 0.77476], [4.22987, 1.48204, 1.04757], [3.31747, 2.15240, 2.23292], [1.68347, 1.99759, 2.00185], [1.21373, 0.49311, 1.54469], [1.96155, -0.80036, 2.25874], [1.59407, -2.36558, 1.91324], [2.24116, -3.60082, 2.55947], [1.39680, -4.88965, 1.67791], [0.29375, -4.04192, 0.61164], [0.44415, -2.54193, 0.75573], [-0.34876, -1.31980, -0.04970], [-1.42298, -1.77048, -1.20256], [-2.84805, -0.96099, -1.18393], [-3.06817, -0.39070, -2.74075], [-4.21580, 1.09269, -2.83326], [0.05304, 0.21198, 0.37358], [-0.65620, 1.50017, -0.35096], [-1.79470, 2.24632, 0.61331], [-1.60764, 1.97082, 2.05138], [-2.50157, 0.90213, 2.52946], [-4.12512, 1.03896, 2.77719], [-1.96244, -0.31003, 2.83646], [6.14628, -1.50692, 0.73522], [7.76758, -1.62590, 1.69066], [7.80614, -1.53539, -0.19460], [6.09990, 2.75156, 1.78042], [5.40411, 3.24035, 0.08879], [3.63948, 1.30650, 0.02552], [4.55736, 0.40567, 1.43016], [3.54181, 1.72541, 3.30782], [3.54116, 3.31527, 2.24559], [1.12561, 2.28634, 3.00896], [1.37125, 2.84634, 1.22222], [2.80443, -0.59688, 3.06524], [-1.66647, -2.91436, -1.00805], [-0.86702, -1.74956, -2.25602], [-2.93309, -0.11616, -0.37754], [-3.78536, -1.67726, -1.00086], [-1.98537, -0.06632, -3.11754], [-3.42975, -1.30433, -3.37983], [-3.81082, 2.07463, -1.87283], [-1.15809, 1.25278, -1.37897], [0.16082, 2.33604, -0.56623], [-1.64572, 3.40972, 0.47258], [-2.89498, 1.94510, 0.34262], [-4.41704, 1.22401, 3.91672], [-4.61674, -0.00892, 2.50495], [-4.63928, 1.86965, 2.13051], [-5.63443, 4.79708, -5.11525], [-6.55322, 4.11875, -4.16166], [-6.03952, 3.52068, -3.20902], [-7.76411, 4.20584, -4.39642], [-4.60485, 4.63858, -4.78737], [-5.79753, 4.35570, -6.10062], [-5.88127, 5.86069, -5.11068], [6.62547, -4.84574, 2.16120], [7.56099, -4.81385, 1.00473], [8.26569, -5.81287, 0.81905], [7.56148, -3.78687, 0.31606], [6.73113, -5.80365, 2.67492], [6.89333, -4.02084, 2.82466], [5.61312, -4.72773, 1.76950], [-3.15805, -2.92307, 3.98979], [-4.53852, -3.42923, 4.21726], [-5.25373, -2.79123, 4.99864], [-4.86512, -4.45268, 3.60502], [-3.00875, -2.02224, 4.58887], [-2.46429, -3.70888, 4.29569], [-3.06033, -2.69914, 2.92559], [7.27881, -4.44344, -2.99521], [7.41220, -5.32937, -4.18306], [8.47835, -5.28189, -4.80770], [6.44289, -6.04738, -4.45482], [8.20147, -3.87157, -2.87547], [6.43264, -3.77694, -3.17449], [7.10484, -5.08129, -2.12624], [1.11412, 4.86227, 5.75898], [2.30262, 4.39559, 4.99523], [2.92485, 5.24241, 4.34344], [2.57730, 3.19240, 5.07162], [0.99165, 5.93589, 5.60081], [0.24614, 4.31587, 5.38422], [1.29451, 4.64592, 6.81390], [-5.58551, 3.26905, -9.82362], [-5.53337, 3.82471, -8.44443], [-4.50664, 3.61474, -7.78805], [-6.52459, 4.45594, -8.05974], [-4.65155, 2.74097, -10.02741], [-6.43422, 2.58359, -9.87093], [-5.71291, 4.10702, -10.51193], [-7.11284, -2.67224, 1.17391], [-6.99835, -1.22125, 0.86544], [-5.89488, -0.80758, 0.49081], [-8.01941, -0.53859, 1.00810], [-6.14382, -3.14689, 1.00542], [-7.41042, -2.76422, 2.22051], [-7.86907, -3.09215, 0.50758]],
  "lowdin_charge": [-0.038, -0.269, -0.038, -0.119, -0.185, -0.163, -0.212, -0.175, -0.059, 0.035, -0.245, -0.294, 0.819, -0.317, -0.160, -0.035, -0.174, -0.242, -0.562, 0.626, -0.036, -0.114, -0.161, -0.128, -0.252, -0.013, -0.042, 0.095, 0.098, 0.087, 0.140, 0.140, 0.133, 0.099, 0.106, 0.114, 0.113, 0.117, 0.101, 0.115, 0.129, 0.082, 0.113, 0.069, 0.098, -0.116, 0.100, 0.116, 0.143, 0.102, 0.111, 0.084, 0.095, 0.035, -0.412, -0.016, 0.053, 0.099, 0.045, 0.108, 0.050, -0.402, 0.068, 0.001, 0.099, 0.101, 0.100, 0.031, -0.425, 0.044, 0.035, 0.089, 0.105, 0.091, 0.029, -0.426, 0.053, 0.046, 0.097, 0.103, 0.087, 0.041, -0.412, 0.056, 0.035, 0.097, 0.100, 0.103, 0.046, -0.407, 0.057, 0.051, 0.098, 0.105, 0.104, 0.043, -0.414, 0.017, 0.063, 0.092, 0.103, 0.103],
  "orbital_gap_ev": 6.8,
  "total_energy_ev": -99623.45676,
  "e_homo_ha": -0.302
}